Entry 1:
Entry from the Open Molecules 2025 dataset: a 14-piece molecular cluster, C46H54F10O42 overall in a non-equilibrium geometry (ωB97M-V/def2-TZVPD).

Properties
Electronic energy (a.u.): -5944.22744
HOMO level (eV): -10.55
Strongest force on any atom (eV Å⁻¹): 4.62

Each line ends with the Mulliken charge.
Cartesian coordinates (Å):
C: -1.030 -2.876 -5.624  -0.368
C: -0.036 -1.976 -4.842  1.332
O: -0.661 -0.705 -4.967  -0.191
C: -1.704 -0.745 -5.901  0.499
O: -2.255 0.260 -6.205  -0.556
O: -1.925 -1.971 -6.276  -0.338
F: 1.081 -1.899 -5.587  -0.323
H: -1.548 -3.642 -4.945  0.168
H: -0.591 -3.429 -6.422  0.323
H: 0.137 -2.148 -3.779  -0.464
C: -2.876 2.282 -3.310  -0.276
C: -3.253 3.333 -4.386  0.173
O: -3.313 4.504 -3.690  -0.375
C: -3.186 4.252 -2.346  0.378
O: -3.061 5.121 -1.557  -0.474
O: -3.187 2.937 -2.087  0.092
F: -4.553 3.044 -4.780  -0.356
H: -1.802 2.174 -3.381  0.096
H: -3.390 1.399 -3.543  0.384
H: -2.574 3.427 -5.199  0.413
C: -1.048 5.644 1.906  -0.621
C: -2.236 4.741 2.024  0.454
O: -1.995 3.723 1.086  0.926
C: -0.974 4.153 0.191  -0.671
O: -0.583 3.596 -0.762  0.114
O: -0.408 5.247 0.695  -0.488
F: -3.384 5.407 1.652  -0.399
H: -0.288 5.423 2.691  0.349
H: -1.426 6.663 1.800  0.349
H: -2.356 4.351 3.001  -0.014
C: 4.632 -3.808 0.577  -0.163
C: 4.047 -5.156 0.208  0.533
O: 3.067 -5.396 1.157  -0.429
C: 3.302 -4.481 2.244  0.625
O: 2.774 -4.580 3.295  -0.553
O: 4.238 -3.648 1.966  -0.164
F: 5.039 -6.121 0.460  -0.359
H: 4.173 -2.926 0.158  -0.068
H: 5.727 -3.817 0.489  0.302
H: 3.649 -5.262 -0.818  0.227
C: -4.595 2.138 1.825  -0.061
C: -5.711 1.098 2.042  0.140
O: -5.405 0.467 3.180  -0.315
C: -4.173 0.777 3.635  0.207
O: -3.710 0.285 4.556  -0.354
O: -3.697 1.782 2.875  -0.028
F: -5.680 0.241 0.937  -0.189
H: -4.884 3.155 2.012  0.469
H: -4.293 1.972 0.793  -0.235
H: -6.726 1.478 2.025  0.209
C: 3.795 -1.722 4.929  -0.452
C: 3.105 -0.966 3.770  0.494
O: 4.071 -0.547 2.924  0.206
C: 5.329 -0.741 3.453  0.339
O: 6.350 -0.439 2.999  -0.456
O: 5.170 -1.314 4.737  -0.457
F: 2.534 0.186 4.188  -0.368
H: 3.773 -2.809 4.796  0.161
H: 3.447 -1.523 5.913  0.437
H: 2.371 -1.605 3.304  -0.017
C: -0.562 0.822 5.087  0.580
C: -1.386 1.164 6.277  0.562
O: -1.537 2.584 6.204  -0.354
C: -0.968 3.037 5.066  0.559
O: -0.918 4.168 4.718  -0.592
O: -0.258 2.026 4.488  -0.067
F: -0.850 0.850 7.501  -0.355
H: -1.089 0.253 4.384  -0.293
H: 0.428 0.342 5.452  -0.198
H: -2.370 0.709 6.259  0.177
C: 0.025 -5.260 -0.220  0.292
C: 0.413 -3.999 -1.030  1.139
O: -0.777 -3.743 -1.711  0.226
C: -1.605 -4.795 -1.739  0.269
O: -2.581 -4.866 -2.462  -0.603
O: -1.204 -5.684 -0.895  -0.346
F: 1.496 -4.350 -1.907  -0.391
H: -0.288 -5.028 0.830  0.046
H: 0.857 -5.997 -0.178  0.304
H: 0.660 -3.119 -0.548  -1.220
C: -2.524 -4.624 4.045  -0.454
C: -3.752 -3.554 4.070  0.110
O: -3.192 -2.416 3.388  -0.030
C: -1.881 -2.709 3.113  -0.178
O: -1.136 -1.840 2.727  0.355
O: -1.521 -3.950 3.300  -0.341
F: -3.998 -3.165 5.312  -0.349
H: -2.795 -5.540 3.557  0.355
H: -2.242 -4.786 5.087  0.314
H: -4.675 -3.889 3.642  0.321
C: 6.208 1.206 -0.120  0.051
C: 6.076 2.387 0.891  0.515
O: 5.560 3.383 0.112  -0.404
C: 5.579 3.092 -1.245  0.677
O: 5.222 3.941 -1.994  -0.576
O: 6.093 1.931 -1.422  -0.262
F: 7.390 2.772 1.286  -0.371
H: 5.358 0.499 -0.055  -0.152
H: 7.192 0.759 0.035  0.391
H: 5.486 2.327 1.834  0.152
C: 0.481 5.414 -3.469  -1.513
C: 1.769 4.994 -2.897  0.518
C: 2.112 5.354 -1.413  -0.466
O: 2.260 4.099 -0.814  -0.127
C: 2.170 3.047 -1.684  -0.003
O: 2.358 1.906 -1.362  -0.136
O: 1.895 3.539 -2.911  -0.288
H: 0.369 5.172 -4.531  0.430
H: 0.476 6.553 -3.432  0.348
H: -0.400 5.135 -2.887  0.191
H: 2.540 5.375 -3.606  0.421
H: 1.317 5.906 -0.940  0.132
H: 3.089 5.861 -1.330  0.350
C: -6.540 -2.212 -1.365  -1.379
C: -5.241 -3.020 -1.501  -0.001
C: -3.912 -2.417 -1.027  0.737
O: -3.475 -3.104 0.137  0.362
C: -4.528 -3.992 0.451  0.303
O: -4.640 -4.668 1.439  -0.620
O: -5.359 -4.136 -0.553  -0.404
H: -7.400 -2.808 -1.607  0.427
H: -6.542 -1.337 -1.965  0.378
H: -6.565 -1.872 -0.343  0.237
H: -5.171 -3.438 -2.512  0.431
H: -3.962 -1.373 -0.841  0.193
H: -3.102 -2.591 -1.793  -0.533
C: -1.761 0.384 0.094  0.095
C: -0.321 0.677 -0.058  1.597
C: 0.439 1.286 1.083  0.062
O: 1.537 0.428 1.402  0.089
C: 1.480 -0.641 0.630  -0.201
O: 2.237 -1.520 0.579  0.108
O: 0.429 -0.618 -0.174  0.351
H: -1.986 -0.105 1.011  -0.294
H: -2.054 -0.219 -0.738  0.212
H: -2.275 1.346 0.043  -0.435
H: 0.000 1.196 -0.960  -0.355
H: -0.179 1.397 2.005  -0.509
H: 0.875 2.301 0.937  -0.224
C: 2.646 -1.126 -2.591  -0.098
C: 3.631 -0.824 -3.708  0.054
C: 3.729 0.604 -4.164  0.444
O: 5.069 0.621 -4.691  -0.441
C: 5.783 -0.279 -4.038  0.543
O: 6.934 -0.288 -4.081  -0.538
O: 4.990 -1.034 -3.258  -0.391
H: 2.569 -2.222 -2.573  0.196
H: 1.704 -0.713 -2.871  -0.170
H: 3.040 -0.656 -1.682  -0.279
H: 3.535 -1.530 -4.512  0.576
H: 3.663 1.222 -3.244  -0.398
H: 3.061 0.981 -4.910  0.341


Entry 2:
Entry from the Open Molecules 2025 dataset: C24H43BrP2V as an isolated structure in a non-equilibrium geometry (ωB97M-V/def2-TZVPD).

Properties
Electronic energy (a.u.): -5140.72427
HOMO level (alpha / beta) (eV): -10.76 / -10.59
Strongest force on any atom (eV Å⁻¹): 3.95
Net charge: +1
Spin multiplicity: 3

Each line ends with the Mulliken charge.
Cartesian coordinates (Å):
V: -0.083 -0.256 -1.157  -1.487
C: -0.788 -1.935 0.037  1.742
C: 0.609 -2.116 -0.321  -0.047
C: 0.456 -0.348 1.178  1.033
C: -0.852 -0.863 0.981  0.151
C: 1.363 -1.098 0.370  0.330
C: -1.967 -2.787 -0.313  -1.611
H: -1.718 -3.497 -1.111  0.300
H: -2.819 -2.172 -0.637  0.243
H: -2.305 -3.357 0.565  0.351
C: -2.035 -0.573 1.839  -1.804
H: -2.978 -0.695 1.302  0.357
H: -2.007 0.444 2.236  0.408
H: -2.060 -1.266 2.698  0.364
C: 0.839 0.631 2.228  -1.930
H: 0.949 0.122 3.199  0.328
H: 0.086 1.412 2.350  0.388
H: 1.788 1.129 2.014  0.364
C: 2.852 -1.010 0.451  -1.310
H: 3.234 -1.609 1.293  0.317
H: 3.192 0.020 0.617  0.367
H: 3.321 -1.385 -0.463  0.359
C: 1.215 -3.199 -1.152  -1.509
H: 1.775 -3.903 -0.520  0.379
H: 1.926 -2.783 -1.880  0.310
H: 0.444 -3.769 -1.684  0.237
C: -1.838 1.072 -5.625  -0.329
C: -1.969 -0.260 -5.537  -0.148
C: -1.227 -1.164 -6.459  -1.158
C: 0.300 -0.882 -6.547  -1.117
C: 0.971 -0.255 -5.355  -0.225
C: 1.224 1.066 -5.309  -0.496
C: 0.537 2.084 -6.178  -1.003
C: -0.932 1.772 -6.611  -1.114
H: -1.652 -1.094 -7.480  0.445
H: 0.473 -0.282 -7.459  0.362
H: -1.390 -2.208 -6.173  0.303
H: -0.911 1.243 -7.574  0.343
H: -2.520 1.721 -5.054  0.703
H: -2.780 -0.703 -4.952  0.767
H: -1.421 2.730 -6.844  0.492
H: 0.530 3.064 -5.663  0.183
H: 2.051 1.465 -4.722  0.926
H: 1.134 2.237 -7.095  0.490
H: 0.802 -1.834 -6.758  0.375
H: 1.492 -0.923 -4.667  0.595
P: -1.731 0.346 -2.630  1.240
P: 1.629 1.524 -1.668  1.679
C: -0.793 1.860 -3.239  1.692
C: 0.448 2.586 -2.640  -1.668
H: -1.570 2.607 -3.458  0.733
H: -0.478 1.425 -4.190  -2.087
H: 1.043 3.017 -3.459  0.565
H: 0.125 3.410 -1.984  0.711
C: 2.408 2.693 -0.526  -1.220
H: 2.923 2.140 0.270  0.315
H: 1.652 3.345 -0.070  0.345
H: 3.147 3.309 -1.062  0.491
C: 3.021 0.825 -2.613  -1.526
H: 3.576 1.611 -3.145  0.522
H: 2.668 0.076 -3.335  0.103
H: 3.705 0.315 -1.918  0.432
C: -3.524 0.372 -2.641  -1.252
H: -3.879 -0.532 -2.118  0.302
H: -3.957 0.392 -3.654  0.469
H: -3.853 1.264 -2.084  0.402
C: -1.018 -1.280 -3.132  0.321
H: -0.186 -1.597 -2.459  -0.507
H: -0.590 -1.291 -4.139  -0.495
H: -1.793 -2.060 -3.121  0.643
Br: -1.436 1.855 -0.196  -0.232